Record 1
Here is a structure of composition C6H10O2 from the OMol25 dataset. Energies are from ωB97M-V with the def2-TZVPD basis set.

Geometry (Å):
C  -1.9976  2.2267  1.1056
C  0.1444  1.3224  0.8584
C  0.9463  0.7834  -0.3522
C  1.7887  -0.4690  -0.2219
C  1.3929  -1.8078  -0.5109
C  0.0035  -2.0584  -0.9694
H  -1.8981  1.7131  2.1717
H  -2.6938  1.6096  0.5224
H  -2.8816  3.1473  1.0829
H  0.0652  0.9087  2.0376
H  0.3295  1.2103  -2.1177
H  2.5366  -0.2269  0.5871
H  1.8881  -2.6903  0.2034
H  0.3322  -2.7443  -2.0761
H  -0.4973  -2.9119  -0.1929
H  -0.7859  -1.2263  -1.0194
O  -0.8680  2.4275  0.3598
O  2.1948  -1.2142  -1.4684

Calculated values
- relative energy (zero: lowest compared OMol25 entry of this formula, charge and spin) (kcal/mol) = 261.2

Here are the Mulliken charges for atoms 1 to 6, given in e:
1. C -0.5774
2. C -0.1334
3. C -0.5897
4. C 0.0219
5. C 0.3389
6. C -0.9483

***

Record 2
Here is an isolated molecule of CH5N2OP from the OMol25 dataset. Energies are from ωB97M-V with the def2-TZVPD basis set.

Geometry (Å):
H  0.6519  -1.8314  -2.0452
N  0.2802  -1.1375  -1.4815
C  0.8096  -1.1398  -0.3512
O  0.7014  -0.0826  0.4554
P  -0.6857  0.7167  0.5678
N  -0.1062  2.0667  0.8783
H  1.5274  -1.7596  0.1378
H  -1.3141  -0.1912  1.4277
H  -1.2336  0.5574  -0.6936
H  -0.6309  2.8013  1.1045

Calculated values
- structure (SMILES) = [H]/N=C/O[PH2]=N
- relative energy (zero: lowest compared OMol25 entry of this formula, charge and spin) (kcal/mol) = 43.6

Here are the Mulliken charges for atoms 1 to 6, given in e:
1. H 0.2262
2. N -0.5823
3. C 0.0965
4. O -0.2950
5. P 0.3030
6. N -0.5060

***

Record 3
Here is a cluster of 2 separate species, C16H16F3N2 in total from the OMol25 dataset. Energies are from ωB97M-V with the def2-TZVPD basis set.

Geometry (Å):
C  2.3099  4.1913  2.4100
N  2.1819  2.7540  2.3189
C  2.4859  1.9684  3.4963
N  1.0906  2.3728  1.5996
C  1.1081  1.1947  1.0266
H  3.2399  4.4093  2.9439
H  2.3591  4.5959  1.3917
H  1.4652  4.6733  2.9281
H  3.3550  2.4322  3.9750
H  1.6609  1.9262  4.2290
H  2.7336  0.9419  3.2000
H  1.2929  1.2225  -0.0584
H  1.1487  0.2843  1.6485
F  -2.0908  -5.1764  -1.8157
C  -1.0655  -4.4020  -1.3135
C  0.1791  -5.0088  -1.1355
C  1.1921  -4.1977  -0.6171
F  2.4185  -4.7689  -0.3577
C  1.0163  -2.8560  -0.3419
C  -0.2350  -2.2190  -0.6381
C  -0.2802  -0.7980  -0.5295
C  -1.2318  0.0481  -1.1685
C  -1.4101  1.4236  -0.8146
C  -2.4009  2.2027  -1.3900
C  -3.2897  1.6674  -2.3349
C  -3.0844  0.3480  -2.7273
F  -3.9373  -0.1978  -3.6592
C  -2.0656  -0.4415  -2.2265
C  -1.3198  -3.0691  -1.0190
H  0.3413  -6.0583  -1.3594
H  1.8368  -2.2614  0.0581
H  0.6092  -0.4388  -0.0679
H  -0.7597  1.8552  -0.0533
H  -2.5060  3.2483  -1.0985
H  -4.1005  2.2507  -2.7604
H  -1.9157  -1.4387  -2.6300
H  -2.3318  -2.6787  -1.1090

Calculated values
- relative energy (zero: lowest compared OMol25 entry of this formula, charge and spin) (kcal/mol) = 104.6
- charge = +1

Here are the Mulliken charges for atoms 1 to 6, given in e:
1. C -0.7831
2. N 0.0853
3. C -0.8351
4. N -0.2351
5. C -0.9539
6. H 0.3222

***

Record 4
Here is a structure of composition C14H16F2NO8P2RuTe from the OMol25 dataset. Energies are from ωB97M-V with the def2-TZVPD basis set.

Geometry (Å):
Ru  0.2259  -0.6449  -0.2286
O  3.0281  -2.0005  2.4793
P  1.8749  -1.4173  1.5570
O  1.1665  -2.5088  0.8132
O  2.3416  -0.3199  0.6208
O  0.8887  -0.7253  2.6320
P  -0.7569  -0.7841  2.6270
O  -1.0880  -2.3423  2.5463
O  -1.1932  -0.1363  3.8686
O  -1.1833  -0.2134  1.2542
H  3.3266  -1.3728  3.1543
H  -1.1239  -2.7432  3.4288
C  1.0259  1.1688  -2.5151
Te  -1.0722  1.2332  -1.9700
C  -1.3347  0.6461  -4.0221
C  -0.0484  0.9335  -4.7463
C  0.0041  0.9896  -6.1378
C  1.2106  1.1920  -6.7879
C  2.3826  1.3206  -6.0507
C  2.3325  1.2803  -4.6661
C  1.1136  1.1131  -4.0124
H  1.4959  0.2933  -2.0687
H  1.5249  2.0299  -2.0855
H  -2.1756  1.1775  -4.4648
H  -1.5597  -0.4180  -4.0441
H  -0.9098  0.8736  -6.7125
H  1.2382  1.2557  -7.8691
H  3.3305  1.4663  -6.5560
H  3.2408  1.3961  -4.0819
O  0.3998  1.8417  0.1163
N  0.3389  2.3150  1.3550
C  -0.8382  2.6906  1.8855
C  -0.9014  3.1583  3.1793
C  0.2555  3.2550  3.9311
C  1.4592  2.8779  3.3562
C  1.4808  2.4073  2.0625
H  -1.6956  2.5545  1.2511
H  -1.8657  3.4188  3.5939
H  0.2197  3.6047  4.9554
H  2.3874  2.9331  3.9085
H  2.3578  2.0527  1.5462
F  0.1729  -1.8561  -2.7232
C  -0.5420  -2.0292  -1.5758
F  -1.8426  -1.7658  -1.8896
H  -0.4968  -3.0653  -1.2596

Calculated values
- relative energy (zero: lowest compared OMol25 entry of this formula, charge and spin) (kcal/mol) = 43.8
- 2S+1 = 2

Here are the Mulliken charges for atoms 1 to 6, given in e:
1. Ru 0.3106
2. O -0.5872
3. P 1.0664
4. O -0.6314
5. O -0.5760
6. O -0.0523